Record 1
{"formula": "C6H14N2O", "method": "ωB97M-V/def2-TZVPD", "de_lowest_kcal_mol": 46.4, "max_force_ev_per_a": 1.0, "homo_energy_ev": -8.35, "smiles": "[H]/N=C\\C(=C)N.CC(C)O", "energy_ha": -421.7263, "gap_ev": 9.1, "elements": ["H", "N", "C", "C", "C", "N", "H", "H", "H", "H", "H", "C", "C", "C", "O", "H", "H", "H", "H", "H", "H", "H", "H"], "positions_angstrom": [[-1.47, 2.01, 1.53], [-2.07, 1.26, 1.21], [-1.96, 0.97, -0.01], [-1.07, 1.56, -1.03], [-0.24, 2.58, -0.75], [-1.21, 1.02, -2.29], [-2.60, 0.17, -0.37], [-0.22, 3.05, 0.21], [0.42, 2.99, -1.50], [-1.44, 0.04, -2.29], [-0.48, 1.26, -2.94], [1.42, -0.24, 1.15], [0.49, -1.32, 0.60], [1.06, -2.71, 0.85], [0.24, -1.12, -0.78], [1.55, -0.38, 2.22], [1.00, 0.75, 0.97], [2.40, -0.30, 0.67], [-0.50, -1.22, 1.07], [0.43, -3.46, 0.38], [2.06, -2.79, 0.44], [1.10, -2.92, 1.92], [1.08, -1.19, -1.25]]}

Record 2
{"formula": "C6H14N2O2", "method": "ωB97M-V/def2-TZVPD", "de_lowest_kcal_mol": 16.3, "max_force_ev_per_a": 4.7, "homo_energy_ev": 1.61, "energy_ha": -496.6919, "charge": -2, "gap_ev": 4.5, "elements": ["C", "C", "C", "C", "C", "C", "N", "N", "O", "O", "H", "H", "H", "H", "H", "H", "H", "H", "H", "H", "H", "H", "H", "H"], "positions_angstrom": [[-0.68, -0.74, -1.69], [0.09, 0.31, 1.78], [1.67, -1.39, 0.83], [0.13, 0.53, -1.60], [1.18, 0.13, 0.70], [0.95, 0.86, -0.58], [1.66, 2.03, -0.55], [-3.14, 0.72, 0.08], [2.79, 2.37, 0.12], [-4.51, 1.00, 0.09], [-0.70, -1.36, -2.53], [-0.41, -1.48, -0.91], [-1.68, -0.46, -1.40], [0.07, 1.31, 1.90], [-0.78, -0.08, 1.28], [0.21, -0.29, 2.79], [1.02, -2.03, 0.40], [1.96, -1.67, 1.84], [2.54, -1.43, 0.19], [0.20, 1.33, -2.29], [-2.90, 0.81, -1.00], [1.92, 0.80, 1.20], [1.56, 2.77, -1.28], [-2.72, 1.53, 0.57]]}

Record 3
{"formula": "C6H14N2O2", "method": "ωB97M-V/def2-TZVPD", "de_lowest_kcal_mol": 22.9, "max_force_ev_per_a": 2.5, "homo_energy_ev": -9.50, "smiles": "CNC(C)=O.CNC(C)=O", "energy_ha": -497.0210, "gap_ev": 10.1, "elements": ["C", "N", "C", "C", "O", "H", "H", "H", "H", "H", "H", "H", "C", "N", "C", "C", "O", "H", "H", "H", "H", "H", "H", "H"], "positions_angstrom": [[-2.51, 1.98, 0.25], [-2.11, 0.68, -0.24], [-1.28, 0.58, -1.30], [-1.00, -0.81, -1.78], [-0.76, 1.56, -1.80], [-2.70, 2.66, -0.58], [-3.42, 1.85, 0.85], [-1.71, 2.40, 0.86], [-2.30, -0.15, 0.30], [-0.25, -1.39, -1.22], [-0.47, -0.73, -2.73], [-1.89, -1.42, -1.66], [1.13, -2.11, 1.72], [1.81, -1.22, 0.83], [1.66, 0.13, 0.89], [2.32, 0.88, -0.24], [1.00, 0.73, 1.72], [0.22, -1.66, 2.14], [0.79, -3.01, 1.24], [1.65, -2.37, 2.65], [2.16, -1.60, -0.03], [1.66, 1.22, -1.03], [3.10, 1.60, 0.02], [2.93, 0.19, -0.84]]}

Record 4
{"formula": "C6H14N2O2", "method": "ωB97M-V/def2-TZVPD", "de_lowest_kcal_mol": 25.1, "max_force_ev_per_a": 1.8, "homo_energy_ev": -9.76, "smiles": "CNC(C)=O.CNC(C)=O", "energy_ha": -497.0176, "gap_ev": 10.3, "elements": ["C", "N", "C", "C", "O", "H", "H", "H", "H", "H", "H", "H", "C", "N", "C", "C", "O", "H", "H", "H", "H", "H", "H", "H"], "positions_angstrom": [[1.28, 1.28, 2.28], [1.00, 1.23, 0.86], [1.64, 2.09, -0.01], [0.83, 2.42, -1.26], [2.63, 2.70, 0.33], [0.47, 1.75, 2.83], [1.42, 0.26, 2.67], [2.26, 1.73, 2.43], [0.18, 0.75, 0.54], [0.72, 1.55, -1.91], [-0.14, 2.67, -0.88], [1.23, 3.31, -1.74], [-1.59, -1.84, 1.33], [-0.85, -1.64, 0.11], [-1.35, -2.13, -1.10], [-0.64, -1.62, -2.33], [-2.40, -2.73, -1.15], [-2.53, -2.33, 1.07], [-1.14, -2.53, 2.04], [-1.94, -0.89, 1.71], [0.15, -1.49, 0.02], [0.38, -2.03, -2.36], [-1.16, -1.95, -3.22], [-0.43, -0.56, -2.26]]}

Record 5
{"formula": "C6H14N2O2", "method": "ωB97M-V/def2-TZVPD", "de_lowest_kcal_mol": 47.7, "max_force_ev_per_a": 5.1, "homo_energy_ev": -9.13, "smiles": "CNC(C)=O.CNC(C)=O", "energy_ha": -496.9815, "gap_ev": 10.1, "elements": ["C", "N", "C", "C", "O", "H", "H", "H", "H", "H", "H", "H", "C", "N", "C", "C", "O", "H", "H", "H", "H", "H", "H", "H"], "positions_angstrom": [[-0.22, -3.24, -0.37], [-0.86, -2.91, -1.67], [-0.53, -1.74, -2.26], [-1.00, -1.52, -3.69], [0.05, -0.85, -1.72], [-1.04, -3.60, 0.29], [0.45, -4.13, -0.51], [0.34, -2.43, 0.02], [-1.19, -3.66, -2.34], [-1.07, -0.49, -3.81], [-0.18, -1.90, -4.32], [-1.86, -2.17, -3.93], [-0.80, 2.94, 3.13], [0.59, 2.86, 2.66], [0.76, 1.91, 1.70], [1.92, 1.81, 0.86], [-0.09, 0.99, 1.59], [-1.34, 2.38, 2.50], [-0.73, 2.58, 4.11], [-1.16, 3.88, 3.13], [1.26, 3.58, 2.81], [2.44, 0.92, 1.05], [1.72, 2.08, -0.27], [2.54, 2.72, 1.05]]}

Record 6
{"formula": "C6H14N2O2", "method": "ωB97M-V/def2-TZVPD", "de_lowest_kcal_mol": 15.9, "max_force_ev_per_a": 2.2, "homo_energy_ev": -9.11, "smiles": "CNC(C)=O.CNC(C)=O", "energy_ha": -497.0323, "gap_ev": 9.7, "elements": ["C", "N", "C", "C", "O", "H", "H", "H", "H", "H", "H", "H", "C", "N", "C", "C", "O", "H", "H", "H", "H", "H", "H", "H"], "positions_angstrom": [[1.17, -3.23, -0.01], [0.13, -2.23, -0.05], [-0.76, -2.20, -1.11], [-1.65, -0.99, -1.11], [-0.85, -3.12, -1.90], [1.30, -3.50, 1.05], [0.83, -4.13, -0.51], [2.13, -3.00, -0.48], [0.20, -1.42, 0.56], [-2.68, -1.36, -1.03], [-1.50, -0.29, -0.28], [-1.58, -0.39, -2.02], [-1.45, 2.96, 0.35], [-0.04, 2.66, 0.34], [0.55, 1.53, 0.88], [2.05, 1.54, 0.79], [-0.12, 0.60, 1.29], [-2.00, 2.10, 0.78], [-1.66, 3.77, 1.04], [-1.94, 2.94, -0.62], [0.58, 3.31, -0.11], [2.49, 2.50, 0.53], [2.45, 1.06, 1.68], [2.34, 0.89, -0.05]]}

Record 7
{"formula": "C6H14N2O2", "method": "ωB97M-V/def2-TZVPD", "de_lowest_kcal_mol": 29.7, "max_force_ev_per_a": 2.0, "homo_energy_ev": -8.80, "smiles": "C[C@H](C(=O)O)[C@H](N)N(C)C", "energy_ha": -497.0102, "gap_ev": 9.4, "elements": ["C", "C", "C", "O", "O", "C", "N", "N", "C", "C", "H", "H", "H", "H", "H", "H", "H", "H", "H", "H", "H", "H", "H", "H"], "positions_angstrom": [[-0.43, -0.28, 1.83], [-0.84, 0.56, 0.63], [-2.41, 0.71, 0.63], [-2.98, 1.63, 1.19], [-3.10, -0.31, 0.07], [-0.41, 0.10, -0.76], [-0.91, -1.22, -1.11], [1.09, 0.12, -0.98], [1.70, 1.42, -0.71], [1.93, -0.96, -0.48], [-1.06, -0.06, 2.70], [-0.50, -1.35, 1.63], [0.60, -0.05, 2.12], [-0.50, 1.59, 0.78], [-2.50, -0.93, -0.41], [-0.83, 0.80, -1.49], [-0.45, -1.92, -0.54], [-0.57, -1.41, -2.06], [1.87, 1.57, 0.37], [2.68, 1.50, -1.21], [1.09, 2.24, -1.08], [1.60, -1.94, -0.84], [2.95, -0.85, -0.87], [1.99, -0.98, 0.61]]}

Record 8
{"formula": "C6H14N2O2", "method": "ωB97M-V/def2-TZVPD", "de_lowest_kcal_mol": 58.7, "max_force_ev_per_a": 5.2, "homo_energy_ev": -9.68, "smiles": "CNC(C)=O.CNC(C)=O", "energy_ha": -496.9640, "gap_ev": 10.2, "elements": ["C", "N", "C", "C", "O", "H", "H", "H", "H", "H", "H", "H", "C", "N", "C", "C", "O", "H", "H", "H", "H", "H", "H", "H"], "positions_angstrom": [[-1.81, 0.98, -1.71], [-1.58, -0.38, -1.05], [-0.82, -1.41, -1.66], [-0.44, -2.36, -0.64], [-0.50, -1.30, -2.89], [-2.25, 0.94, -2.73], [-2.49, 1.54, -1.12], [-0.88, 1.54, -1.94], [-2.06, -0.67, -0.23], [0.15, -3.27, -1.06], [0.29, -1.82, 0.13], [-1.33, -2.42, 0.10], [2.45, 0.97, -0.27], [1.25, 0.70, 0.68], [1.18, 0.71, 2.05], [-0.14, 0.54, 2.63], [2.15, 0.70, 2.74], [3.22, 0.54, 0.15], [2.34, 0.41, -1.22], [2.67, 2.02, -0.34], [0.35, 0.55, 0.17], [-0.29, 0.83, 3.70], [-0.88, 1.12, 2.09], [-0.57, -0.48, 2.43]]}

Record 9
{"formula": "C6H14N2O2", "method": "ωB97M-V/def2-TZVPD", "de_lowest_kcal_mol": 149.2, "max_force_ev_per_a": 3.0, "homo_energy_ev": -7.18, "energy_ha": -496.8198, "gap_ev": 7.8, "elements": ["C", "C", "C", "O", "N", "H", "H", "H", "H", "H", "H", "H", "C", "C", "C", "O", "N", "H", "H", "H", "H", "H", "H", "H"], "positions_angstrom": [[-0.27, -0.23, -1.80], [1.53, -1.66, -0.20], [1.19, -0.21, -0.41], [-0.36, 1.04, -2.34], [2.00, 0.75, -0.65], [-0.48, 1.67, -1.60], [2.85, 0.44, -1.10], [-1.24, -0.76, -1.77], [0.35, -0.85, -2.45], [1.96, -1.79, 0.80], [0.66, -2.31, -0.28], [2.27, -1.97, -0.94], [0.71, 1.32, 1.80], [-2.00, -0.79, 0.75], [-1.16, 0.41, 0.43], [0.20, 0.23, 0.97], [-1.53, 1.61, 0.25], [-2.53, 1.67, 0.08], [-0.04, 1.57, 2.54], [1.62, 0.95, 2.26], [0.92, 2.18, 1.17], [-2.85, -0.82, 0.07], [-1.44, -1.72, 0.63], [-2.37, -0.72, 1.78]]}

Record 10
{"formula": "C6H14N2O2Sn", "method": "ωB97M-V/def2-TZVPD", "de_lowest_kcal_mol": 92.0, "max_force_ev_per_a": 5.8, "homo_energy_ev": -17.61, "energy_ha": -710.5793, "charge": 2, "gap_ev": 8.4, "elements": ["Sn", "C", "C", "O", "N", "C", "H", "H", "H", "H", "H", "H", "H", "C", "C", "O", "N", "C", "H", "H", "H", "H", "H", "H", "H"], "positions_angstrom": [[1.43, -2.26, -0.04], [-0.02, 1.26, 0.60], [1.26, 0.57, 1.10], [1.71, -0.40, 0.48], [1.73, 1.02, 2.29], [2.59, 0.18, 3.07], [-0.92, 0.65, 0.67], [0.02, 1.57, -0.45], [-0.19, 2.12, 1.25], [1.50, 1.93, 2.66], [2.66, -0.85, 2.70], [2.33, 0.21, 4.13], [3.63, 0.49, 3.04], [-2.06, 0.14, -0.49], [-0.84, -0.69, -0.97], [-0.08, -1.07, -0.09], [-0.68, -1.01, -2.24], [-1.60, -0.82, -3.35], [-2.33, 0.93, -1.19], [-1.78, 0.68, 0.41], [-2.83, -0.57, -0.19], [0.11, -1.61, -2.42], [-1.24, -0.17, -4.14], [-2.58, -0.50, -3.00], [-1.80, -1.79, -3.82]]}

Record 11
{"formula": "C6H14N2O2Sn", "method": "ωB97M-V/def2-TZVPD", "de_lowest_kcal_mol": 65.3, "max_force_ev_per_a": 9.2, "homo_energy_ev": -16.30, "energy_ha": -710.6218, "charge": 2, "gap_ev": 5.2, "elements": ["Sn", "C", "C", "O", "N", "C", "H", "H", "H", "H", "H", "H", "H", "C", "C", "O", "N", "C", "H", "H", "H", "H", "H", "H", "H"], "positions_angstrom": [[2.35, 1.86, 1.98], [-2.12, -0.08, 0.16], [-1.37, 0.43, 1.36], [-0.13, 0.45, 1.38], [-2.16, 0.89, 2.28], [-1.77, 1.34, 3.63], [-2.22, -1.17, 0.20], [-1.55, 0.00, -0.77], [-3.07, 0.40, -0.09], [-3.17, 0.82, 2.24], [-0.88, 1.94, 3.79], [-1.80, 0.50, 4.32], [-2.56, 2.01, 3.97], [2.53, -1.98, -1.48], [2.36, -0.47, -1.31], [2.79, 0.09, -0.37], [1.66, 0.27, -2.11], [0.66, -0.27, -3.01], [1.73, -2.41, -2.09], [2.63, -2.53, -0.55], [3.46, -2.11, -2.02], [1.61, 1.22, -1.77], [-0.17, -0.72, -2.46], [1.08, -0.99, -3.70], [0.11, 0.48, -3.58]]}

Record 12
{"formula": "C6H14N2O3PZr", "method": "ωB97M-V/def2-TZVPD", "max_force_ev_per_a": 4.7, "homo_energy_ev": -18.78, "energy_ha": -959.2201, "charge": 3, "gap_ev": 3.1, "elements": ["C", "C", "O", "C", "O", "C", "C", "C", "N", "P", "N", "O", "H", "H", "H", "H", "H", "H", "H", "H", "H", "H", "H", "H", "H", "H", "Zr"], "positions_angstrom": [[3.58, -0.01, 1.76], [3.92, 0.42, 0.23], [3.24, -0.55, -0.63], [2.17, 0.01, -1.33], [2.37, 1.02, -2.07], [0.67, -0.55, -1.34], [0.08, -0.92, 0.11], [-1.54, -1.07, -0.08], [-2.20, 0.19, -0.53], [-3.53, 0.68, 0.55], [-4.90, -0.37, 0.22], [-3.99, 2.25, -0.01], [2.48, -0.39, 1.72], [4.28, -0.87, 2.02], [3.68, 0.87, 2.47], [3.56, 1.49, 0.12], [5.05, 0.42, 0.04], [0.58, -1.51, -1.97], [0.02, 0.23, -1.90], [0.24, -0.11, 0.89], [0.54, -1.89, 0.52], [-1.67, -1.83, -0.95], [-2.04, -1.57, 0.82], [-5.56, 0.23, -0.33], [-5.31, -0.58, 1.15], [-3.80, 2.89, 0.73], [-1.90, 1.50, -2.22]]}